Entry 1:
A 2-piece molecular cluster, C4H9N2S overall in a non-equilibrium geometry, computed with wB97M-V/def2-TZVPD.

ΔE to the lowest compared entry with this formula, charge and spin   454.84 kJ/mol
Net charge   +1
Kohn-Sham gap (alpha / beta)   7.37 / 7.02 eV
DFT total energy   -18098.81270 eV

Each line ends with the natural charge from an NBO analysis.
Atoms and positions in Å:
C 1.7349 -0.1961 0.9630  0.35
C 0.6569 1.7035 0.1814  -0.26
C -0.2369 0.5024 0.4179  -0.22
C -2.8933 -0.3835 0.7671  -0.67
N 1.9570 0.9871 0.3644  -0.52
N 0.5170 -0.5384 0.9647  -0.48
S -1.8969 0.7827 0.0879  0.71
H 2.5500 -0.7249 1.3861  0.24
H 0.6453 2.2970 -0.7991  0.25
H 0.5264 2.6045 0.9148  0.22
H -1.0531 -1.3303 -1.6718  -0.02
H -1.2817 -0.8880 -2.1812  0.02
H -3.9375 -0.3622 0.5584  0.25
H -2.5856 -1.3393 1.2351  0.23
H 2.8895 1.2895 0.0889  0.45
H 0.2159 -1.2711 1.5338  0.45

Atoms 1-6, force components in eV/Å:
C 3.6 2.3 -1.2
C 1.0 1.8 -0.2
C -3.0 1.9 -1.1
C 1.3 -0.5 0.0
N -0.4 -0.5 0.6
N -2.1 0.8 -0.3


Entry 2:
A 2-piece molecular cluster, C4H9N2S overall in a non-equilibrium geometry, computed with wB97M-V/def2-TZVPD.

ΔE to the lowest compared entry with this formula, charge and spin   541.93 kJ/mol
Net charge   +1
Kohn-Sham gap (alpha / beta)   6.02 / 8.04 eV
DFT total energy   -18097.91006 eV

Each line ends with the natural charge from an NBO analysis.
Atoms and positions in Å:
C 0.2898 -1.4330 -1.5789  0.29
C -0.0262 -0.3403 0.4760  0.20
C -0.4173 -0.4931 1.8925  -0.69
C -0.0618 3.7465 -0.0644  -0.35
N 0.2545 -1.4857 -0.2351  -0.61
N 0.3917 -2.6069 -2.1710  -0.73
S -0.0069 1.0471 -0.4987  0.29
H 0.4871 -0.2292 2.5757  0.28
H -0.6452 -1.4727 2.1394  0.25
H -1.1287 0.1703 2.1667  0.26
H 0.0519 4.1718 -1.1330  0.22
H 0.6436 4.1217 0.6617  0.20
H -0.9840 3.3700 0.3427  0.20
H 0.4357 -2.2907 0.2484  0.39
H 0.2329 -3.5482 -1.6926  0.38
H 0.4828 -2.7278 -3.1296  0.42

Atoms 1-6, force components in eV/Å:
C 0.6 -0.3 -1.9
C 0.0 0.0 -1.6
C 4.7 0.5 0.3
C 0.1 0.4 -1.2
N -0.9 2.8 0.3
N -0.7 -1.2 3.3


Entry 3:
An isolated ion of composition C4H9N2S and charge +1 in a non-equilibrium geometry, computed with wB97M-V/def2-TZVPD.

ΔE to the lowest compared entry with this formula, charge and spin   361.81 kJ/mol
Net charge   +1
Kohn-Sham gap (alpha / beta)   8.01 / 8.01 eV
DFT total energy   -18099.77690 eV
SMILES   C/N=C/C=[NH+]\SC

Each line ends with the natural charge from an NBO analysis.
Atoms and positions in Å:
C -3.2995 -0.9391 -1.0767  -0.47
N -2.2163 -0.0219 -1.2074  -0.24
C -1.1261 -0.2436 -0.6295  -0.02
C -0.0779 0.7459 -0.4621  0.20
N 1.0937 0.6499 0.1391  -0.60
S 1.7614 -0.5053 1.1554  0.53
C 3.2802 0.4003 1.6025  -0.76
H -3.4966 -1.1482 -2.1424  0.25
H -4.3713 -0.5949 -0.6188  0.27
H -3.0315 -1.8392 -0.5649  0.19
H -0.8438 -1.2825 -0.1980  0.17
H -0.1061 1.6003 -1.0678  0.23
H 1.8649 1.3453 -0.2445  0.47
H 4.1236 0.3349 0.9486  0.25
H 3.6046 0.1167 2.6811  0.29
H 2.8406 1.3815 1.6852  0.23

Atoms 1-6, force components in eV/Å:
C -2.2 -0.1 -1.1
N -0.7 2.2 1.3
C 1.4 -2.9 2.0
C 1.8 -0.6 -0.5
N 0.6 2.0 -2.2
S 0.6 -1.4 0.6


Entry 4:
An isolated ion of composition C4H9N2S and charge +1 in a non-equilibrium geometry, computed with wB97M-V/def2-TZVPD.

ΔE to the lowest compared entry with this formula, charge and spin   390.36 kJ/mol
Net charge   +1
Kohn-Sham gap   8.39 eV
DFT total energy   -18099.48099 eV
SMILES   C=[N+](C)/N=C/SC

Each line ends with the natural charge from an NBO analysis.
Atoms and positions in Å:
C -1.7817 -0.9917 0.8737  0.03
N -1.4785 0.0265 0.1721  -0.08
C -2.6423 1.1781 -0.5219  -0.28
N -0.2976 0.6239 0.2967  -0.33
C 0.8060 0.0175 0.1009  -0.05
S 2.2226 1.0067 0.0515  0.41
C 3.4831 -0.2642 -0.2153  -0.75
H -1.0800 -1.6005 1.3164  0.22
H -2.8020 -1.1567 0.8617  0.21
H -3.4703 0.5111 -0.9396  0.23
H -1.9929 1.5460 -1.2999  0.24
H -2.9171 1.7615 0.2507  0.22
H 0.7680 -1.0443 -0.1063  0.20
H 3.7125 -0.8194 0.6851  0.24
H 4.3820 0.2181 -0.6142  0.26
H 3.0882 -1.0126 -0.9115  0.23

Atoms 1-6, force components in eV/Å:
C -1.2 1.6 -2.0
N -2.1 1.6 0.5
C 1.7 -5.9 -2.3
N 1.2 1.8 -0.6
C -0.2 0.5 -0.2
S -0.1 -0.7 0.2


Entry 5:
C4H9N3 as an isolated structure in a non-equilibrium geometry, computed with wB97M-V/def2-TZVPD.

ΔE to the lowest compared entry with this formula, charge and spin   488.18 kJ/mol
Kohn-Sham gap   7.70 eV
DFT total energy   -8759.46539 eV

Each line ends with the natural charge from an NBO analysis.
Atoms and positions in Å:
N -1.8036 -0.1297 -0.3515  -0.85
C -0.9792 0.8145 0.2553  0.26
N -0.8319 2.0366 -0.1053  -0.74
H -2.0215 -0.9660 0.1646  0.39
H -2.4823 0.2131 -1.0125  0.39
H -1.4664 2.3153 -0.8534  0.33
H -0.9561 0.6398 1.4583  0.20
C 0.7654 -1.3400 -0.2701  0.13
C 0.8537 -0.0362 0.4084  -0.33
C 1.7816 0.8825 0.0394  -0.23
N 0.8578 -2.4110 0.3947  -0.65
H 0.7304 -3.2508 -0.1687  0.34
H 0.6052 -1.2799 -1.3536  0.16
H 0.7068 -0.1574 1.5270  0.21
H 1.6622 1.4970 -0.8394  0.20
H 2.5781 1.1723 0.7067  0.20

Atoms 1-6, force components in eV/Å:
N 0.3 0.2 -0.1
C -2.9 0.8 2.7
N -0.5 0.1 -0.1
H -0.2 0.1 -0.1
H 0.0 -0.2 0.0
H 0.3 -0.2 -0.3


Entry 6:
C4H9N3 in the gas phase in a non-equilibrium geometry, computed with wB97M-V/def2-TZVPD.

ΔE to the lowest compared entry with this formula, charge and spin   294.77 kJ/mol
Kohn-Sham gap   10.28 eV
DFT total energy   -8761.46995 eV
SMILES   [H]/N=C(/C)[C@H](C)/N=N/[H]

Each line ends with the natural charge from an NBO analysis.
Atoms and positions in Å:
H -0.8749 -0.4950 -2.1285  0.35
N -1.3277 -0.8219 -1.2844  -0.63
C -0.8801 -0.4355 -0.1526  0.34
C -1.5048 -0.9940 1.1863  -0.71
C 0.3770 0.4913 0.1479  -0.20
C 0.5162 1.5870 -0.9377  -0.63
N 1.5352 -0.3700 -0.1554  -0.11
N 2.1411 -0.6066 0.9070  -0.33
H 2.9635 -1.1465 0.4971  0.32
H -2.0082 -0.4713 2.0086  0.24
H -2.3347 -1.7463 0.7903  0.23
H -0.6835 -1.6063 1.7316  0.23
H 0.4417 0.9474 1.1113  0.21
H 1.0906 1.2570 -1.8351  0.23
H -0.4189 1.9798 -1.4516  0.22
H 0.9674 2.4310 -0.4346  0.22

Atoms 1-6, force components in eV/Å:
H 0.5 0.4 0.2
N 0.0 0.1 1.8
C -0.2 0.7 1.6
C -0.5 -3.4 -1.4
C -1.3 -0.6 -4.1
C -1.1 0.6 -1.2